1.
Entry from OMol25: a cluster of 2 separate species, C6H12N2 in total (ωB97M-V/def2-TZVPD).

SMILES string = Cc1c[nH]cn1.CC
spin multiplicity = 1
lowest unoccupied orbital energy = 0.9 eV
energy relative to the best compared isomer or geometry (same formula, charge and spin) = 3.5 kcal per mole
orbital gap = 9.59 eV
total charge = 0
F_max = 0.835 eV/Å

XYZ file:
```
20
Properties=species:S:1:pos:R:3:forces:R:3:nbo_charge:R:1
C 0.8775 -2.6885 -0.6353 -0.3 0.4 0.0 -0.609
C 1.2026 -2.4961 -2.1095 0.1 -0.2 0.0 -0.602
H 0.9873 -1.7236 -0.1335 0.2 -0.1 0.1 0.212
H -0.1579 -2.9778 -0.4627 -0.1 -0.1 -0.2 0.198
H 1.5009 -3.4318 -0.1471 0.2 0.0 0.0 0.199
H 2.2195 -2.1352 -2.2166 0.2 0.3 0.0 0.202
H 1.1663 -3.4125 -2.6992 -0.3 -0.1 0.1 0.197
H 0.5295 -1.7635 -2.5542 0.0 0.0 -0.1 0.203
C -1.7233 0.6039 -1.0843 -0.1 0.3 0.1 -0.637
C -1.0910 0.8545 1.4353 -0.2 0.5 0.3 -0.123
C -0.8383 0.7883 0.1013 0.4 0.7 -0.3 0.092
C 0.9603 1.5099 1.0358 0.5 -0.1 -0.3 0.170
N 0.0757 1.2969 2.0362 -0.5 0.1 -0.1 -0.528
N 0.4635 1.2168 -0.1341 -0.3 -0.5 0.2 -0.467
H -2.0054 0.8768 2.0055 0.0 -0.5 -0.1 0.212
H 0.0929 1.6435 2.9811 0.4 -0.2 -0.1 0.416
H -1.0974 0.3248 -1.9249 -0.1 -0.3 -0.1 0.232
H -2.1574 1.5739 -1.3479 0.0 -0.1 0.0 0.219
H 1.9882 1.8118 1.1612 -0.1 0.1 0.3 0.197
H -2.5464 -0.0887 -0.9337 0.1 -0.2 0.0 0.217
```
Positions in Å, forces in eV/Å.

---

2.
Entry from OMol25: an isolated molecule of C6H12N2 at a distorted geometry (ωB97M-V/def2-TZVPD).

SMILES string = N[C@H]1C[C@@]12CCNC2
spin multiplicity = 1
lowest unoccupied orbital energy = 1.0 eV
energy relative to the best compared isomer or geometry (same formula, charge and spin) = 51.1 kcal per mole
orbital gap = 9.30 eV
total charge = 0
F_max = 4.347 eV/Å

XYZ file:
```
20
Properties=species:S:1:pos:R:3:forces:R:3:nbo_charge:R:1
C 1.6297 -0.4437 -0.1992 -0.3 1.0 -0.7 -0.072
C 1.0682 -0.8062 1.1379 0.2 4.3 -0.2 -0.429
C 0.1768 -0.2323 0.1095 -0.8 -0.7 -1.5 -0.053
C -0.5073 1.1568 0.3057 2.6 0.1 -0.7 -0.416
C -1.9685 0.8839 0.1466 -1.6 -0.6 -0.1 -0.232
C -0.8524 -0.9890 -0.7181 0.5 -1.4 2.0 -0.212
H 3.3445 0.4554 -0.2102 -0.5 1.2 0.0 0.345
H 2.5139 0.9141 -1.4629 -0.5 0.1 0.2 0.352
H 1.9350 -1.3609 -0.7450 -0.4 0.8 -0.1 0.185
H 1.1130 -1.7236 1.5444 -0.1 -3.3 0.9 0.213
H 1.1947 -0.0153 1.8498 0.5 0.1 0.8 0.208
H -0.1269 1.5425 1.2572 -0.5 0.4 -0.2 0.223
H -0.2226 1.8546 -0.5514 0.1 -0.8 1.4 0.213
H -2.3117 1.5027 -0.6794 -0.4 0.2 0.1 0.177
H -2.6526 1.0071 0.9939 0.5 0.6 0.1 0.198
H -2.5986 -1.0311 0.3877 -1.3 -2.1 2.3 0.362
H -0.7776 -2.1124 -0.5849 0.0 1.3 -0.6 0.201
H -0.6481 -0.6377 -1.7062 -0.3 -0.3 -1.2 0.177
N 2.3940 0.8254 -0.4484 1.7 -2.6 0.6 -0.810
N -2.1143 -0.5128 -0.2355 0.7 1.8 -2.8 -0.630
```
Positions in Å, forces in eV/Å.

---

3.
Entry from OMol25: a cluster of 2 separate species, C6H12N2 in total at a distorted geometry (ωB97M-V/def2-TZVPD).

SMILES string = Cc1c[nH]cn1.CC
spin multiplicity = 1
lowest unoccupied orbital energy = 0.9 eV
energy relative to the best compared isomer or geometry (same formula, charge and spin) = 50.0 kcal per mole
orbital gap = 9.34 eV
total charge = 0
F_max = 4.801 eV/Å

XYZ file:
```
20
Properties=species:S:1:pos:R:3:forces:R:3:nbo_charge:R:1
C 2.3834 1.3797 -0.0224 1.7 0.9 -2.2 -0.612
C 1.3380 0.8206 0.8957 -2.2 3.9 -1.6 -0.598
H 3.4624 1.0982 0.2350 -1.3 1.0 -0.1 0.198
H 2.2549 0.9355 -1.0759 0.1 0.2 1.5 0.192
H 2.1926 2.4895 -0.2950 0.9 -1.5 1.0 0.203
H 0.4388 0.9947 0.1418 1.2 -0.5 2.5 0.206
H 1.4767 -0.1762 0.9901 0.3 -3.0 0.5 0.199
H 1.1779 1.2897 1.9231 0.3 -0.4 -1.6 0.211
C -2.2678 0.7540 0.2707 -1.6 -1.6 2.1 -0.649
C -0.1382 -2.1212 0.3605 -1.4 1.9 -3.6 0.198
C -1.3440 -0.3774 0.0994 0.5 -1.4 -0.6 0.113
C -1.2159 -0.8277 -1.2130 1.1 -2.2 2.2 -0.142
N -0.6382 -1.1824 1.0996 -1.9 1.0 -2.8 -0.439
N -0.4284 -2.0067 -1.0471 1.1 -0.2 0.8 -0.577
H 0.5117 -2.8651 0.6234 1.4 -1.8 1.0 0.183
H 0.1766 -2.4871 -1.7687 -1.3 0.9 1.3 0.416
H -1.7943 -0.6334 -2.1368 0.8 0.1 0.9 0.230
H -3.0639 0.3883 -0.3853 -0.4 1.2 0.2 0.225
H -1.8419 1.6642 0.0053 0.6 1.7 -0.7 0.219
H -2.6804 0.8628 1.2999 0.3 -0.2 -0.7 0.225
```
Positions in Å, forces in eV/Å.

---

4.
Entry from OMol25: a cluster of 2 separate species, C6H12N2 in total at a distorted geometry (ωB97M-V/def2-TZVPD).

SMILES string = Cc1c[nH]cn1.CC
spin multiplicity = 1
lowest unoccupied orbital energy = 0.8 eV
energy relative to the best compared isomer or geometry (same formula, charge and spin) = 50.3 kcal per mole
orbital gap = 9.00 eV
total charge = 0
F_max = 7.112 eV/Å

XYZ file:
```
20
Properties=species:S:1:pos:R:3:forces:R:3:nbo_charge:R:1
C -2.1376 -2.0105 -1.4564 -2.9 -0.4 -0.9 -0.641
C -2.7127 -0.5812 -1.3718 -0.8 0.3 1.8 -0.621
H -1.0581 -1.8813 -1.2199 -0.8 -1.3 -0.4 0.226
H -2.8387 -2.6544 -0.8198 1.8 0.8 0.3 0.210
H -2.5669 -2.5234 -2.4116 2.1 1.1 0.7 0.209
H -3.8382 -0.6153 -1.5596 1.6 0.6 -0.4 0.207
H -2.0762 0.2262 -1.8130 -1.0 -0.8 -0.5 0.209
H -2.6605 -0.2807 -0.2906 -0.1 -0.3 -0.6 0.199
C 0.3726 -0.3242 2.3402 -1.7 -3.3 5.4 -0.640
C 1.5633 -0.3815 0.0368 -1.9 2.0 2.6 -0.100
C 0.9526 0.2016 1.2114 2.8 2.5 -6.1 0.071
C 0.9386 1.7963 -0.3424 2.1 -4.2 1.9 0.132
N 1.5179 0.5936 -0.9056 -0.7 3.4 -1.8 -0.539
N 0.7648 1.5439 0.9596 -1.4 0.8 -1.7 -0.449
H 2.0802 -1.2921 -0.0155 0.3 -1.1 -0.6 0.219
H 1.7980 0.6715 -1.9166 -0.1 -1.0 1.8 0.424
H 0.7008 -1.4318 2.4599 -0.3 1.8 0.4 0.215
H -0.7357 -0.4237 2.2929 0.5 0.2 -0.5 0.227
H 0.8926 2.7127 -0.8950 -0.1 0.2 0.0 0.204
H 0.4641 0.3273 3.3046 0.5 -1.3 -1.6 0.239
```
Positions in Å, forces in eV/Å.

---

5.
Entry from OMol25: a cluster of 2 separate species, C6H12N2O in total at a distorted geometry (ωB97M-V/def2-TZVPD).

SMILES string = [H]/N=C(/C)OC.C=C=NC
spin multiplicity = 1
lowest unoccupied orbital energy = 0.9 eV
energy relative to the best compared isomer or geometry (same formula, charge and spin) = 111.6 kcal per mole
orbital gap = 8.50 eV
total charge = 0
F_max = 5.283 eV/Å

XYZ file:
```
21
Properties=species:S:1:pos:R:3:forces:R:3:nbo_charge:R:1
C 0.1350 -2.1255 1.4319 0.7 0.5 -0.1 -0.243
C 1.0011 -0.7462 -1.7242 -0.1 0.5 -0.1 -0.708
C 1.2524 -0.5309 -0.2771 -1.8 -1.6 1.8 0.632
O 0.0105 -1.0554 0.4994 1.5 -0.2 -1.5 -0.586
N 2.2693 -0.1164 0.2912 0.3 0.0 -0.4 -0.639
H 2.2665 -0.1069 1.3045 -0.3 0.0 0.0 0.375
H -0.8405 -2.6068 1.4805 0.1 0.1 0.3 0.204
H 0.8931 -2.8373 1.1048 -0.1 -0.2 -0.2 0.182
H 0.4831 -1.7147 2.3806 -0.4 -0.2 0.3 0.177
H 1.4822 -1.6761 -2.0339 0.0 0.1 0.0 0.245
H 1.4132 0.0986 -2.2703 0.2 -0.1 -0.2 0.243
H -0.0641 -0.8190 -1.9346 0.0 0.0 0.1 0.248
C -0.1351 2.5453 -0.4103 1.1 0.1 0.0 -0.418
C -2.4862 0.3947 0.3260 0.4 -1.8 0.4 -0.679
N -0.2886 1.4750 0.5371 -2.4 -2.2 0.3 -0.563
C -1.1684 0.5610 0.4607 0.9 5.2 -0.3 0.503
H 0.9432 2.6717 -0.5370 0.0 0.1 -0.5 0.199
H -0.6337 2.4001 -1.3788 0.0 0.0 0.2 0.180
H -0.4502 3.4815 0.0697 -0.3 -0.2 -0.2 0.201
H -3.1141 1.2576 0.1710 0.2 0.3 0.5 0.233
H -2.9689 -0.5502 0.5089 -0.1 -0.3 -0.6 0.216
```
Positions in Å, forces in eV/Å.

---

6.
Entry from OMol25: an isolated molecule of C6H12N2O at a distorted geometry (ωB97M-V/def2-TZVPD).

SMILES string = [H]/N=[N+](\[O-])C1CCCCC1
spin multiplicity = 1
lowest unoccupied orbital energy = 1.0 eV
energy relative to the best compared isomer or geometry (same formula, charge and spin) = 106.6 kcal per mole
orbital gap = 10.65 eV
total charge = 0
F_max = 6.118 eV/Å

XYZ file:
```
21
Properties=species:S:1:pos:R:3:forces:R:3:nbo_charge:R:1
C 0.7706 -0.3775 -1.8727 -1.8 0.0 -0.5 -0.368
C 0.0861 0.9204 -1.5691 0.1 0.2 1.3 -0.402
C 0.1080 -1.4881 -0.9967 2.5 1.8 0.2 -0.402
C 0.0719 1.3640 -0.0876 -6.0 -1.3 -0.2 -0.408
C -0.0826 -1.1623 0.5105 -1.7 -1.4 -1.1 -0.454
C -0.6636 0.1920 0.6437 2.7 1.5 2.8 0.002
N 0.5283 0.4017 2.7596 2.6 0.2 0.9 -0.516
N -0.6270 0.4902 2.3653 -0.4 -1.0 -3.6 0.368
O -1.6930 0.6177 2.9225 -0.9 0.4 1.0 -0.452
H 0.6352 -0.5539 -3.0067 0.2 -0.2 1.8 0.204
H 1.7638 -0.2116 -1.6961 2.9 -0.3 0.5 0.189
H 0.5366 1.7233 -2.0534 0.5 1.3 -1.5 0.208
H -0.8639 0.6986 -1.9420 -2.1 0.7 -0.4 0.189
H -0.7865 -1.5323 -1.4997 -2.6 -0.9 -0.6 0.194
H 0.7173 -2.3176 -1.2250 0.2 -1.6 0.3 0.218
H 1.0218 1.4024 0.2490 3.1 0.8 1.4 0.214
H -0.6487 2.2869 0.1409 2.1 -1.6 -0.8 0.222
H -0.7369 -1.9367 1.0396 0.5 0.9 -1.0 0.214
H 0.7258 -1.1123 1.1397 2.9 -0.4 0.7 0.237
H -1.6429 0.1045 0.4079 -3.4 0.6 -0.4 0.188
H 0.7797 0.4905 3.7704 -1.5 0.1 -0.7 0.353
```
Positions in Å, forces in eV/Å.